# C3H6O

A 2-piece molecular cluster, C3H6O overall (ωB97M-V/def2-TZVPD, the Open Molecules 2025 dataset).

The value obtained for the HOMO energy (spin up / spin down) is -9.16 / -9.07 eV. For the HOMO-LUMO gap (spin up / spin down), the calculation gives 8.5 / 8.5 eV. The calculation puts the largest force on an atom at 0.41 eV/Å. The energy above the lowest of the compared OMol25 structures with the same formula, charge and spin is 532.80 kJ/mol.

Bonds (Å) are listed after each position.
Positions of all 10 atoms, in Å:
1 O -1.0600 -0.1343 1.0031  C2 1.364, H5 0.968
2 C -0.1427 0.7414 0.5007  O1 1.364, C4 1.331, H6 1.085
3 C -0.8729 -0.5969 -1.7318  H7 1.114, H8 1.113
4 C 1.1799 0.6250 0.5978  C2 1.331, H9 1.083, H10 1.088
5 H -0.5930 -0.8234 1.4963  O1 0.968
6 H -0.6353 1.5611 -0.0113  C2 1.085
7 H 0.0899 -1.1535 -1.6617  C3 1.114
8 H -1.5875 -1.3070 -1.2597  C3 1.113
9 H 1.8250 1.3720 0.1526  C4 1.083
10 H 1.6522 -0.2042 1.1205  C4 1.088

These are the Löwdin partial charges, in e, on atoms 1 to 4: number 1, O, carries -0.031; number 2, C, carries -0.342; number 3, C, carries 0.166; number 4, C, carries 0.001